Here is 8 unconnected molecules or ions with the total composition C57H49FNO20P in a non-equilibrium geometry from the OMol25 dataset. Energies are from ωB97M-V with the def2-TZVPD basis set.

Geometry (Å):
C 8.800 -0.958 4.937
C 7.494 -1.026 4.190
C 7.455 -0.836 2.814
C 6.251 -0.907 2.138
C 5.083 -1.190 2.822
C 5.101 -1.407 4.192
C 3.879 -1.743 5.012
C 2.718 -2.502 4.352
C 1.850 -1.547 3.492
C 0.323 -1.583 3.710
O -0.223 -0.263 3.593
O 1.951 -2.991 5.482
C 1.246 -4.070 5.083
O 0.302 -4.536 5.648
O 1.762 -4.550 3.925
C 3.041 -3.866 3.659
C 3.242 -3.920 2.128
C 2.339 -4.893 1.405
F 4.571 -4.258 1.866
P 4.274 -4.969 4.503
N 5.769 -4.573 4.481
O 3.978 -6.348 3.742
O 3.610 -5.165 5.955
C 6.314 -1.306 4.859
H 8.995 -1.883 5.480
H 9.624 -0.782 4.245
H 8.780 -0.126 5.642
H 8.365 -0.632 2.264
H 6.208 -0.754 1.069
H 4.154 -1.231 2.273
H 4.209 -2.373 5.842
H 3.460 -0.842 5.463
H 2.021 -1.709 2.431
H 2.169 -0.522 3.683
H 0.059 -1.986 4.683
H -0.155 -2.164 2.922
H -0.259 0.117 4.474
H 3.092 -2.940 1.686
H 2.667 -4.923 0.364
H 1.310 -4.538 1.422
H 2.398 -5.899 1.810
H 6.141 -4.459 5.416
H 4.857 -6.701 3.532
H 3.555 -6.109 6.150
H 6.354 -1.453 5.933
O -4.475 -6.360 -0.941
C -3.631 -5.561 -0.595
C -2.368 -5.394 -1.356
C -1.438 -4.528 -0.970
C -1.635 -3.688 0.235
O -0.799 -2.874 0.576
C -2.881 -3.873 1.018
C -3.807 -4.744 0.633
H -2.255 -6.008 -2.239
H -0.516 -4.386 -1.517
H -2.986 -3.259 1.904
H -4.727 -4.900 1.183
O -4.769 1.943 -3.852
C -4.597 0.828 -3.405
C -5.135 -0.368 -4.099
C -4.948 -1.590 -3.608
C -4.195 -1.803 -2.347
O -4.021 -2.916 -1.899
C -3.656 -0.606 -1.653
C -3.842 0.615 -2.145
H -5.679 -0.185 -5.016
H -5.329 -2.480 -4.093
H -3.107 -0.788 -0.737
H -3.459 1.504 -1.661
O -3.599 6.433 -4.075
C -4.736 6.263 -4.467
C -5.640 7.411 -4.724
C -6.884 7.222 -5.154
C -7.417 5.856 -5.394
O -8.553 5.689 -5.783
C -6.510 4.710 -5.140
C -5.265 4.896 -4.710
H -5.232 8.398 -4.541
H -7.562 8.044 -5.345
H -6.916 3.723 -5.321
H -4.590 4.076 -4.518
O -1.020 3.978 -8.732
C -1.062 5.151 -8.429
C -0.399 6.184 -9.265
C -0.442 7.472 -8.934
C -1.156 7.931 -7.714
O -1.197 9.105 -7.417
C -1.818 6.897 -6.878
C -1.774 5.610 -7.211
H 0.114 5.826 -10.149
H 0.033 8.243 -9.527
H -2.330 7.247 -5.990
H -2.248 4.841 -6.614
O -12.967 9.413 -2.125
C -11.912 9.566 -2.700
C -10.670 9.897 -1.955
C -9.512 10.068 -2.586
C -9.413 9.933 -4.060
O -8.355 10.084 -4.634
C -10.652 9.602 -4.806
C -11.810 9.431 -4.175
H -10.768 9.989 -0.880
H -8.593 10.309 -2.066
H -10.553 9.507 -5.880
H -12.728 9.187 -4.696
O 0.813 -11.110 -4.680
C 0.705 -9.958 -4.327
C 1.367 -8.857 -5.074
C 1.250 -7.591 -4.684
C 0.451 -7.224 -3.489
O 0.346 -6.067 -3.139
C -0.209 -8.323 -2.739
C -0.092 -9.589 -3.129
H 1.943 -9.149 -5.943
H 1.723 -6.772 -5.211
H -0.782 -8.034 -1.867
H -0.564 -10.407 -2.600
O 7.240 0.724 7.634
C 8.194 1.064 8.300
C 8.803 0.148 9.297
C 9.852 0.521 10.025
C 10.459 1.867 9.870
O 11.415 2.205 10.532
C 9.850 2.782 8.871
C 8.801 2.410 8.143
H 8.344 -0.828 9.391
H 10.313 -0.128 10.759
H 10.309 3.758 8.775
H 8.340 3.057 7.408

## Properties
**E_HOMO**: -8.80 eV
**F_max**: 1.10 eV/Å
**Total energy**: -114343.6827 eV
**SMILES**: Cc1cccc(C[C@]2(CCO)OC(=O)O[C@]2([C@H](C)F)P(=N)(O)O)c1.O=C1C=CC(=O)C=C1.O=C1C=CC(=O)C=C1.O=C1C=CC(=O)C=C1.O=C1C=CC(=O)C=C1.O=C1C=CC(=O)C=C1.O=C1C=CC(=O)C=C1.O=C1C=CC(=O)C=C1
**Frontier orbital gap**: 6.9 eV

Here is a molecular structure, C57H50BeFN4O2P2 from the OMol25 dataset. Energies are from ωB97M-V with the def2-TZVPD basis set.

Geometry (Å):
Be -1.306 1.080 -0.501
C 3.496 -5.680 2.615
C 3.926 -5.394 1.160
C 4.902 -6.476 0.705
C 4.554 -4.004 1.115
C 5.917 -3.754 1.191
C 6.407 -2.452 1.216
C 5.535 -1.380 1.156
C 4.161 -1.589 1.067
P 2.937 -0.229 0.878
C 3.305 0.304 -0.838
C 3.571 -0.671 -1.801
C 3.734 -0.329 -3.134
C 3.635 0.997 -3.533
C 3.354 1.973 -2.590
C 3.178 1.627 -1.257
C 3.700 1.039 1.963
C 4.639 2.001 1.594
C 5.113 2.919 2.523
C 4.670 2.879 3.837
C 3.752 1.911 4.224
C 3.265 1.008 3.290
C 3.711 -2.899 1.051
O 2.352 -3.082 0.944
C 1.940 -4.190 0.246
C 0.743 -4.048 -0.445
C 0.246 -5.163 -1.110
C 0.953 -6.358 -1.088
C 2.154 -6.456 -0.398
C 2.671 -5.366 0.296
P -0.004 -2.377 -0.445
C -1.579 -2.679 -1.324
C -1.573 -2.458 -2.701
C -2.714 -2.679 -3.458
C -3.884 -3.102 -2.840
C -3.906 -3.306 -1.467
C -2.758 -3.101 -0.714
C -0.624 -2.240 1.281
C -1.190 -1.026 1.648
C -1.716 -0.794 2.907
C -1.648 -1.803 3.859
C -1.075 -3.021 3.524
C -0.576 -3.241 2.247
H 4.366 -5.673 3.274
H 3.014 -6.657 2.679
H 2.793 -4.924 2.969
H 5.780 -6.499 1.349
H 5.227 -6.319 -0.324
H 4.442 -7.460 0.779
H 6.615 -4.578 1.236
H 7.474 -2.281 1.277
H 5.924 -0.369 1.167
H 3.658 -1.711 -1.508
H 3.946 -1.100 -3.863
H 3.778 1.266 -4.571
H 3.279 3.011 -2.891
H 2.950 2.403 -0.539
H 5.014 2.034 0.580
H 5.844 3.658 2.219
H 5.046 3.591 4.560
H 3.414 1.861 5.251
H 2.539 0.260 3.594
H -0.685 -5.095 -1.657
H 0.563 -7.223 -1.609
H 2.681 -7.400 -0.392
H -0.670 -2.098 -3.180
H -2.693 -2.514 -4.527
H -4.776 -3.274 -3.428
H -4.815 -3.639 -0.982
H -2.783 -3.276 0.355
H -1.250 -0.245 0.886
H -2.173 0.155 3.156
H -2.044 -1.640 4.853
H -1.025 -3.814 4.259
H -0.150 -4.205 2.000
F -1.075 0.582 -1.808
C 1.042 4.467 1.134
C 0.886 3.349 1.939
C 0.225 2.249 1.427
N -0.265 2.236 0.178
C -0.095 3.312 -0.608
C 0.548 4.447 -0.162
H 1.558 5.341 1.510
H 1.284 3.314 2.943
H 0.100 1.342 2.005
H -0.486 3.230 -1.615
H 0.663 5.293 -0.823
C -3.097 7.457 -1.446
C -4.141 6.398 -1.673
C -3.937 5.364 -2.580
C -4.912 4.408 -2.829
C -6.117 4.459 -2.143
N -7.150 3.505 -2.338
C -7.032 2.189 -2.713
O -7.899 1.589 -3.300
N -5.823 1.563 -2.374
C -5.069 1.735 -1.221
C -5.532 2.365 -0.068
C -4.689 2.489 1.023
C -3.404 1.997 0.950
N -2.956 1.390 -0.157
C -3.763 1.258 -1.215
C -6.339 5.489 -1.234
C -5.364 6.447 -1.011
H -2.129 7.150 -1.841
H -2.981 7.680 -0.385
H -3.373 8.388 -1.946
H -3.004 5.316 -3.132
H -4.734 3.635 -3.563
H -8.084 3.862 -2.477
H -5.652 0.732 -2.920
H -6.541 2.747 -0.023
H -5.032 2.967 1.929
H -2.709 2.087 1.775
H -3.334 0.758 -2.076
H -7.280 5.534 -0.698
H -5.559 7.243 -0.302

## Properties
**E_HOMO**: -9.90 eV
**F_max**: 0.53 eV/Å
**Relative energy (zero: lowest compared OMol25 entry of this formula, charge and spin)**: 18.9 kcal per mole
**Total energy**: -91673.7883 eV
**Frontier orbital gap**: 7.1 eV
**Net charge**: +1